Computed, not measured: C31H30N2P2S2Sc as an isolated structure at a distorted geometry, with the ωB97M-V functional and the def2-TZVPD basis.

Relative energy (zero: lowest compared OMol25 entry of this formula, charge and spin): 0.225 eV
Net charge: +1
Lowest unoccupied orbital energy: -2.87 eV
HOMO-LUMO gap: 7.73 eV

Each line ends with the Mulliken charge.
Atoms and positions in Å:
1 C 0.8717 -3.8449 1.0339  -0.35
2 H 1.5074 0.8454 4.2082  0.42
3 C -3.7739 -1.4079 1.9935  -0.27
4 S -1.8599 1.3202 0.1175  -0.61
5 P -1.4939 -0.6727 0.5798  1.88
6 H 2.3103 4.9242 -1.4896  0.47
7 H 0.5357 -1.0935 -3.3488  -0.33
8 H -1.3915 7.9867 -2.2944  0.37
9 P 1.0246 -1.6439 -0.5816  1.81
10 C 2.6534 -4.2980 -3.2774  -0.81
11 H 1.1549 -2.1791 -5.4519  0.43
12 H 3.1698 -1.3736 1.4168  0.43
13 H -6.5639 -3.1360 1.1719  0.40
14 H -5.5477 -1.9249 3.0747  0.41
15 H 0.7354 -5.6022 2.2483  0.43
16 H 3.2528 -5.1989 -3.2609  0.41
17 H -0.7343 6.0122 -3.8304  0.34
18 C -4.9042 -2.7738 -0.1409  -0.70
19 C 1.2699 -4.6789 2.0656  -0.80
20 H 0.0175 -4.1104 0.4205  0.48
21 C -0.8111 -1.9574 2.9304  -0.03
22 H -5.3414 -3.3097 -0.9733  0.41
23 H 2.1073 7.3834 -0.4925  0.32
24 C 0.1611 0.2259 2.6611  -0.41
25 H -0.8176 6.7352 -0.1682  0.29
26 H -3.1004 -2.2869 -1.2071  0.29
27 Sc -0.2263 0.6100 -1.6030  -0.32
28 C -5.5894 -2.6774 1.0633  -0.44
29 H -3.3439 -0.8732 2.8331  0.43
30 C 1.5655 -2.6566 0.7963  0.54
31 H -1.6580 5.6205 -2.3678  0.42
32 C -3.6515 -2.1919 -0.2802  -0.52
33 S 2.0487 0.1580 -0.6443  -0.46
34 C 2.3032 -3.6804 -2.0774  -0.20
35 H 2.6582 -4.9720 3.6793  0.41
36 C -3.0820 -1.5036 0.7877  0.53
37 C -0.6231 -1.3396 -0.7227  -0.61
38 C 2.3510 -4.3237 2.8685  -0.51
39 H 2.6410 -4.1070 -1.1421  0.38
40 H -1.4546 -2.7564 2.5778  0.54
41 H 3.8725 -2.8601 3.2619  0.44
42 H -0.0476 8.2989 -0.2399  0.35
43 C 0.8578 0.0565 3.8514  -0.78
44 C 0.2367 3.8332 -2.3028  0.35
45 N 0.3728 5.1227 -2.2560  0.08
46 C -0.7175 6.0228 -2.7422  -0.69
47 C -0.0620 7.3149 -0.7049  -0.57
48 C 1.4763 -2.6041 -4.5109  -0.93
49 C 1.1326 -2.0068 -3.3148  -0.11
50 H 1.2640 -1.2437 5.5081  0.43
51 H 0.2923 7.9321 -2.7521  0.32
52 C 1.5304 -2.5288 -2.0860  1.14
53 C -0.6748 -0.7810 2.1868  0.06
54 C 1.6306 5.7334 -1.7446  -0.76
55 C 0.7228 -1.1180 4.5789  -0.53
56 C 1.3136 6.6369 -0.5560  -0.53
57 C 2.6456 -2.3048 1.5934  -0.53
58 C -0.4736 7.4127 -2.1703  -0.66
59 N 0.1203 2.6788 -2.3303  -0.58
60 H 1.3513 6.0598 0.3678  0.30
61 H 0.2758 1.1415 2.0953  0.37
62 H -0.2284 -3.0448 4.6809  0.45
63 C -0.1150 -2.1278 4.1166  -0.80
64 H 2.5179 -4.2519 -5.4155  0.40
65 C 2.2420 -3.7681 -4.4874  -0.48
66 H 2.0786 6.2850 -2.5696  0.30
67 C 3.0355 -3.1396 2.6360  -0.74
68 C -5.0212 -1.9968 2.1322  -0.75